(1)
Below is an isolated molecule of C4H8O, with properties calculated with ωB97M-V/def2-TZVPD.

The geometry in XYZ format:
```
13
Properties=species:S:1:pos:R:3:forces:R:3:nbo_charge:R:1
C -0.8122 1.1057 -0.5132 -0.4 0.3 -0.3 -0.632
C 0.0450 0.1796 0.2865 0.2 -0.5 0.7 0.232
O 0.1911 0.5381 1.6656 0.1 0.0 -0.4 -0.716
C 0.0243 -1.2970 0.0020 -0.2 -0.2 -0.1 -0.448
C 1.2408 -0.4833 -0.3397 0.3 0.3 0.4 -0.425
H -0.7653 2.1220 -0.1085 0.1 -0.2 -0.1 0.227
H -0.4978 1.1501 -1.5610 -0.1 -0.1 0.1 0.216
H -1.8564 0.7784 -0.4842 0.0 0.1 0.0 0.205
H -0.6534 0.4578 2.1417 0.3 -0.1 -0.5 0.470
H 0.0961 -1.9808 0.8399 0.0 0.2 0.0 0.223
H -0.5893 -1.6588 -0.8143 0.0 0.1 0.0 0.209
H 1.4506 -0.3027 -1.3869 -0.1 0.2 0.1 0.212
H 2.1265 -0.6092 0.2722 -0.1 0.0 0.0 0.227
```
Positions in Å, forces in eV/Å.

Values from the calculation:
Total charge: 0
Structure (SMILES): CC1(O)CC1
Orbital gap, eV: 10.76
M, g mol⁻¹: 72.11
Relative energy (zero: lowest compared OMol25 entry of this formula, charge and spin), eV: 1.0151
Energy, eV: -6324.153
HOMO level, eV: -9.7

***

(2)
Below is a structure of composition C4H8O in a non-equilibrium geometry, with properties calculated with ωB97M-V/def2-TZVPD.

The geometry in XYZ format:
```
13
Properties=species:S:1:pos:R:3:forces:R:3:nbo_charge:R:1
C 0.7484 0.6446 -0.0015 0.8 0.3 0.1 -0.474
C -0.7949 0.8655 0.0903 0.4 0.2 0.3 -0.443
C -1.2428 -0.5519 -0.3575 0.3 0.0 0.0 -0.069
O -0.2549 -1.4768 0.1396 0.7 -0.2 -0.8 -0.524
C 0.9532 -0.7629 0.3630 1.8 0.1 -0.3 -0.017
H 1.0379 0.8552 -1.0322 -0.3 -0.5 -0.2 0.203
H 1.8622 0.8040 0.4175 -2.1 2.2 0.6 0.243
H -1.1824 1.6256 -0.6001 0.2 -0.1 0.2 0.220
H -1.1697 1.0819 1.0925 0.1 -0.1 0.0 0.212
H -2.2253 -0.8415 0.0464 0.5 0.1 0.0 0.199
H -1.2944 -0.6527 -1.4506 0.1 0.2 0.1 0.170
H 1.3152 -1.0751 1.3338 -0.5 0.6 0.6 0.178
H 2.2475 -0.5159 -0.0412 -2.0 -2.8 -0.7 0.102
```
Positions in Å, forces in eV/Å.

Values from the calculation:
Total charge: 0
Orbital gap, eV: 10.02
M, g mol⁻¹: 72.11
Relative energy (zero: lowest compared OMol25 entry of this formula, charge and spin), eV: 4.0470
Energy, eV: -6321.121
HOMO level, eV: -9.1

***

(3)
Below is an isolated molecule of C4H8O in a non-equilibrium geometry, with properties calculated with ωB97M-V/def2-TZVPD.

The geometry in XYZ format:
```
13
Properties=species:S:1:pos:R:3:forces:R:3:nbo_charge:R:1
C 1.6087 0.7341 -0.1288 1.5 4.6 0.4 -0.628
C 0.6456 -0.2238 0.3787 2.3 -2.9 3.1 0.010
O 0.1087 -1.2337 -0.4872 -0.8 0.9 -0.2 -0.489
C -0.7801 -0.4155 0.2730 -1.5 0.0 1.9 0.065
C -1.5965 0.7942 -0.0816 -0.7 0.2 -4.4 -0.649
H 1.2108 1.8319 -0.7034 1.3 -3.6 1.2 0.209
H 2.4064 0.0595 -0.6511 -1.2 1.9 0.6 0.250
H 2.0402 1.1016 0.9947 -0.5 -0.2 -3.6 0.209
H 1.4100 -0.5320 1.2451 -2.9 -1.2 -1.1 0.173
H -1.6059 -0.9207 1.0167 3.0 0.2 -1.3 0.182
H -2.4799 0.3584 -0.6055 0.0 0.6 0.6 0.214
H -1.2448 1.6033 -0.9974 -0.4 -1.9 3.4 0.220
H -1.8731 1.0335 0.9510 -0.1 1.4 -0.7 0.233
```
Positions in Å, forces in eV/Å.

Values from the calculation:
Total charge: 0
Structure (SMILES): C[C@@H]1O[C@@H]1C
Orbital gap, eV: 11.13
M, g mol⁻¹: 72.11
Relative energy (zero: lowest compared OMol25 entry of this formula, charge and spin), eV: 4.7024
Energy, eV: -6320.465
HOMO level, eV: -10.1

***

(4)
Below is an isolated molecule of C4H8O in a non-equilibrium geometry, with properties calculated with ωB97M-V/def2-TZVPD.

The geometry in XYZ format:
```
13
Properties=species:S:1:pos:R:3:forces:R:3:nbo_charge:R:1
C -0.5983 0.9569 1.6258 -0.6 0.0 0.4 -0.648
C -0.0243 0.7651 0.2589 0.2 -0.8 0.8 -0.251
C 0.1709 -0.4306 -0.2980 -0.1 0.6 -0.4 0.294
C 0.7867 -0.5865 -1.6669 -0.2 0.2 0.1 -0.661
O -0.1535 -1.6061 0.3716 -0.5 0.0 -0.4 -0.715
H -0.8619 0.0159 2.0992 0.0 -0.2 -0.2 0.226
H -1.5201 1.5434 1.5782 0.0 0.1 -0.1 0.210
H 0.0294 1.4681 2.3572 0.4 0.1 -0.3 0.215
H 0.3103 1.6428 -0.2587 0.1 0.2 -0.4 0.200
H 1.8575 -0.7549 -1.5791 0.1 -0.3 -0.1 0.223
H 0.6497 0.3380 -2.2347 0.0 -0.1 0.0 0.219
H 0.3328 -1.4082 -2.2275 0.1 0.0 0.1 0.211
H -0.9791 -1.9438 -0.0260 0.6 0.0 0.3 0.476
```
Positions in Å, forces in eV/Å.

Values from the calculation:
Total charge: 0
Structure (SMILES): C/C=C(/C)O
Orbital gap, eV: 9.79
M, g mol⁻¹: 72.11
Relative energy (zero: lowest compared OMol25 entry of this formula, charge and spin), eV: 0.6875
Energy, eV: -6324.480
HOMO level, eV: -8.9

***

(5)
Below is an isolated molecule of C4H8O in a non-equilibrium geometry, with properties calculated with ωB97M-V/def2-TZVPD.

The geometry in XYZ format:
```
13
Properties=species:S:1:pos:R:3:forces:R:3:nbo_charge:R:1
C -0.5356 0.8565 0.1270 -2.4 1.3 1.2 -0.448
C 0.9058 0.6366 -0.3056 0.0 -0.4 2.2 -0.430
C 1.0821 -0.8632 0.1519 -1.4 1.8 0.0 -0.066
O -0.2069 -1.4611 -0.1691 0.5 0.2 0.0 -0.556
C -1.2854 -0.4502 -0.1006 0.5 -2.0 -0.1 -0.067
H -1.1601 1.6358 -0.3852 1.1 -0.2 0.2 0.219
H -0.6806 1.0908 1.2331 0.7 -0.2 -1.3 0.206
H 1.6373 1.3118 0.2511 -0.9 -0.7 -1.1 0.218
H 0.9264 0.7173 -1.3744 0.6 0.1 -0.6 0.209
H 1.9349 -1.2695 -0.3865 -0.4 -0.7 0.0 0.194
H 1.2362 -0.8921 1.2565 0.1 -0.1 -0.7 0.162
H -1.9665 -0.7373 0.7557 0.7 0.4 -0.9 0.179
H -1.8876 -0.5754 -1.0541 0.8 0.5 1.0 0.181
```
Positions in Å, forces in eV/Å.

Values from the calculation:
Total charge: 0
Structure (SMILES): C1CCOC1
Orbital gap, eV: 10.66
M, g mol⁻¹: 72.11
Relative energy (zero: lowest compared OMol25 entry of this formula, charge and spin), eV: 0.9579
Energy, eV: -6324.210
HOMO level, eV: -9.5

***

(6)
Below is an isolated molecule of C4H8O in a non-equilibrium geometry, with properties calculated with ωB97M-V/def2-TZVPD.

The geometry in XYZ format:
```
13
Properties=species:S:1:pos:R:3:forces:R:3:nbo_charge:R:1
C -1.9077 0.4045 0.0378 0.2 0.1 0.0 -0.610
C -0.6319 -0.4142 0.3322 0.4 0.1 0.2 -0.431
C 0.7074 0.1479 -0.2715 0.3 0.2 0.0 0.067
C 2.2485 -0.0770 -0.0253 -0.6 0.1 0.5 -0.117
O 1.4488 -0.9113 -0.8094 0.0 -0.6 -0.5 -0.487
H -2.7976 -0.0892 0.4575 0.4 0.0 0.0 0.215
H -1.8647 1.4050 0.4767 0.0 0.0 0.0 0.203
H -2.0982 0.5179 -1.0370 0.2 0.0 0.2 0.207
H -0.7620 -1.3992 -0.1472 0.3 0.3 0.1 0.222
H -0.5828 -0.6217 1.4046 0.2 0.1 0.0 0.209
H 0.5654 1.0869 -0.7991 -0.2 -0.4 -1.0 0.166
H 3.1437 0.2076 -0.6240 -1.0 1.1 0.4 0.187
H 2.5310 -0.2569 1.0047 -0.2 -1.1 0.1 0.168
```
Positions in Å, forces in eV/Å.

Values from the calculation:
Total charge: 0
Structure (SMILES): CC[C@H]1CO1
Orbital gap, eV: 11.08
M, g mol⁻¹: 72.11
Relative energy (zero: lowest compared OMol25 entry of this formula, charge and spin), eV: 2.4558
Energy, eV: -6322.712
HOMO level, eV: -9.9

***

(7)
Below is a structure of composition C4H8O, with properties calculated with ωB97M-V/def2-TZVPD.

The geometry in XYZ format:
```
13
Properties=species:S:1:pos:R:3:forces:R:3:nbo_charge:R:1
C 1.7926 0.2183 0.5655 0.1 0.2 0.1 -0.257
O 0.8912 -0.7974 0.1236 -0.1 -0.1 0.0 -0.480
C -0.2869 -0.3695 -0.3179 -0.1 0.0 -0.1 0.283
C -1.5905 -0.8595 -0.4397 -0.2 -0.2 0.1 -0.555
C -1.3742 0.4622 0.2506 0.0 0.3 0.1 -0.454
H 1.3106 0.8542 1.3150 0.1 -0.1 -0.1 0.186
H 2.1339 0.8278 -0.2786 -0.1 -0.1 0.1 0.188
H 2.6386 -0.3053 1.0125 -0.1 0.1 -0.1 0.203
H 0.1417 0.2252 -1.7089 0.0 0.0 0.2 -0.065
H -0.6756 -0.3426 -1.6092 0.2 0.1 -0.1 0.321
H -1.9998 -1.8018 -0.1090 0.1 0.1 0.0 0.229
H -1.6939 1.3960 -0.2209 0.1 -0.2 0.1 0.197
H -1.3158 0.5253 1.3408 0.0 0.0 -0.2 0.204
```
Positions in Å, forces in eV/Å.

Values from the calculation:
Total charge: 0
Orbital gap, eV: 8.48
M, g mol⁻¹: 72.11
Relative energy (zero: lowest compared OMol25 entry of this formula, charge and spin), eV: 6.9132
Energy, eV: -6318.255
HOMO level, eV: -7.6

***

(8)
Below is an isolated molecule of C4H8O in a non-equilibrium geometry, with properties calculated with ωB97M-V/def2-TZVPD.

The geometry in XYZ format:
```
13
Properties=species:S:1:pos:R:3:forces:R:3:nbo_charge:R:1
C 2.2400 -0.2852 -0.1552 -2.1 -2.0 0.3 -0.400
C 0.8958 -0.5264 -0.0246 2.4 -0.1 0.3 -0.178
C -0.1096 0.5142 0.2672 0.0 1.8 0.9 -0.480
C -1.4766 0.3225 -0.3799 -0.1 1.9 -1.0 -0.057
O -2.1767 -0.8180 -0.0211 0.1 -0.4 4.4 -0.693
H 2.7072 0.6796 -0.0741 -0.1 0.3 -0.1 0.195
H 2.8838 -1.1801 -0.2419 -0.2 0.8 -0.1 0.201
H 0.5210 -1.5517 -0.0127 0.3 0.1 -0.2 0.205
H 0.3393 1.4782 -0.1121 -0.7 -0.7 0.5 0.222
H -0.2514 0.6671 1.4050 0.2 -0.4 -1.5 0.204
H -1.3509 0.2051 -1.4482 0.2 0.3 -0.4 0.177
H -2.1000 1.2639 -0.2269 0.7 -1.0 -0.1 0.152
H -2.1218 -0.7692 1.0245 -0.6 -0.7 -3.0 0.452
```
Positions in Å, forces in eV/Å.

Values from the calculation:
Total charge: 0
Structure (SMILES): C=CCCO
Orbital gap, eV: 10.48
M, g mol⁻¹: 72.11
Relative energy (zero: lowest compared OMol25 entry of this formula, charge and spin), eV: 1.4242
Energy, eV: -6323.744
HOMO level, eV: -9.5

***

(9)
Below is an isolated molecule of C4H8O in a non-equilibrium geometry, with properties calculated with ωB97M-V/def2-TZVPD.

The geometry in XYZ format:
```
13
Properties=species:S:1:pos:R:3:forces:R:3:nbo_charge:R:1
C 1.9681 0.1966 0.0213 2.7 1.8 -1.4 -0.260
O 0.8126 -0.5213 -0.2607 -0.5 0.3 1.3 -0.527
C -0.3083 -0.1619 0.5265 0.5 -0.1 -0.4 0.063
C -1.2225 0.8795 -0.1427 0.5 2.7 -0.1 -0.453
C -1.5385 -0.5317 -0.1428 -3.8 -2.9 0.0 -0.437
H 2.0573 1.2548 -0.5158 -0.6 -2.0 0.6 0.156
H 2.1594 0.5199 1.0982 -0.3 -1.2 -1.0 0.178
H 2.8165 -0.4412 -0.4736 -1.3 1.3 1.4 0.196
H -0.2849 -0.3667 1.6227 0.4 0.5 -1.0 0.198
H -1.8475 1.6806 0.4161 1.2 -1.6 -1.0 0.222
H -0.7907 1.1834 -1.1265 -0.3 0.2 1.1 0.226
H -2.3656 -0.7996 0.5747 0.9 0.1 -0.8 0.206
H -1.6386 -1.1552 -1.0839 0.6 1.0 1.2 0.231
```
Positions in Å, forces in eV/Å.

Values from the calculation:
Total charge: 0
Structure (SMILES): COC1CC1
Orbital gap, eV: 10.67
M, g mol⁻¹: 72.11
Relative energy (zero: lowest compared OMol25 entry of this formula, charge and spin), eV: 2.4068
Energy, eV: -6322.761
HOMO level, eV: -9.5

***

(10)
Below is a structure of composition C4H8O, with properties calculated with ωB97M-V/def2-TZVPD.

The geometry in XYZ format:
```
13
Properties=species:S:1:pos:R:3:forces:R:3:nbo_charge:R:1
C -1.9022 0.8384 -0.3144 0.1 0.1 -0.1 -0.861
C 0.3319 -1.1791 0.3540 0.0 -0.4 -0.2 0.149
C 1.2266 -0.8513 -0.5807 -0.1 -0.2 0.1 -0.374
C 1.7989 0.0948 0.4409 0.3 0.2 0.0 -0.081
O 0.7561 -0.3537 1.3682 0.0 0.0 0.1 -0.503
H -1.9667 0.5411 0.7368 0.0 0.0 -0.2 0.214
H -2.0113 1.9229 -0.3866 -0.1 -0.1 0.0 0.211
H -2.6987 0.3524 -0.8863 0.1 0.1 0.1 0.209
H -0.5334 -1.8203 0.4898 0.2 0.1 -0.1 0.200
H 1.4331 -1.1182 -1.6034 0.0 0.0 0.1 0.226
H -0.9246 0.5490 -0.7221 -0.5 0.2 0.1 0.219
H 1.7025 1.1711 0.2622 0.0 -0.2 0.0 0.194
H 2.7878 -0.1470 0.8415 -0.1 0.1 -0.1 0.195
```
Positions in Å, forces in eV/Å.

Values from the calculation:
Total charge: 0
Orbital gap, eV: 10.05
M, g mol⁻¹: 72.11
Relative energy (zero: lowest compared OMol25 entry of this formula, charge and spin), eV: 2.3711
Energy, eV: -6322.797
HOMO level, eV: -8.9

***

(11)
Below is an isolated molecule of C4H8O in a non-equilibrium geometry, with properties calculated with ωB97M-V/def2-TZVPD.

The geometry in XYZ format:
```
13
Properties=species:S:1:pos:R:3:forces:R:3:nbo_charge:R:1
C -1.2628 -0.7863 -0.0190 0.0 0.0 -0.4 -0.630
C -0.1586 0.2162 -0.4316 0.6 -0.5 2.0 0.134
C 1.2762 -0.4236 0.0292 -0.1 -0.4 -0.7 -0.547
C -0.0935 1.4442 0.3904 -0.1 1.0 0.4 -0.196
O -0.0423 0.5213 -1.6913 0.0 -0.1 -1.0 -0.428
H -1.2454 -1.0446 1.0478 0.1 0.2 -0.3 0.210
H -2.2407 -0.3593 -0.2633 0.1 -0.1 0.1 0.222
H -1.1242 -1.6955 -0.6158 -0.1 0.1 0.1 0.216
H 1.2835 -0.6490 1.0997 -0.2 0.1 -0.2 0.209
H 2.1083 0.2314 -0.2422 -0.2 -0.1 0.1 0.226
H 1.3399 -1.3467 -0.5554 0.2 0.1 0.2 0.221
H -0.2669 2.4041 -0.0997 0.0 -0.3 0.1 0.190
H 0.4265 1.4879 1.3511 -0.2 -0.2 -0.3 0.173
```
Positions in Å, forces in eV/Å.

Values from the calculation:
Total charge: 0
Orbital gap (spin up / spin down), eV: 9.67 / 7.32
M, g mol⁻¹: 72.11
Relative energy (zero: lowest compared OMol25 entry of this formula, charge and spin), eV: 4.0386
Energy, eV: -6321.129
HOMO level (spin up / spin down), eV: -9.9 / -8.7

***

(12)
Below is an isolated molecule of C4H8O, with properties calculated with ωB97M-V/def2-TZVPD.

The geometry in XYZ format:
```
13
Properties=species:S:1:pos:R:3:forces:R:3:nbo_charge:R:1
C 0.7001 -1.6435 -0.5461 -0.1 0.0 0.1 -0.632
C 0.6390 -0.1430 -0.6458 0.2 -0.1 -0.2 0.057
O 1.2328 0.4598 0.5192 0.3 0.2 -0.1 -0.501
C -0.0287 0.9381 0.0904 -0.3 0.2 -0.2 0.072
C -1.2871 0.9755 0.9079 0.0 -0.1 0.1 -0.636
H 1.7678 -1.8512 -0.6991 -0.2 -0.2 0.1 0.222
H 0.1522 -2.1896 -1.3199 -0.1 0.2 0.1 0.213
H 0.4402 -2.0053 0.4503 -0.2 0.0 -0.1 0.220
H 0.9787 0.2094 -1.6255 0.5 0.0 0.3 0.165
H 0.1265 1.8970 -0.4104 -0.3 0.0 -0.1 0.165
H -1.5981 0.0250 1.3471 0.2 0.1 -0.1 0.216
H -1.2076 1.7368 1.6947 0.0 -0.2 -0.1 0.220
H -2.0663 1.3150 0.2125 0.0 -0.1 0.2 0.218
```
Positions in Å, forces in eV/Å.

Values from the calculation:
Total charge: 0
Structure (SMILES): C[C@@H]1O[C@@H]1C
Orbital gap, eV: 10.88
M, g mol⁻¹: 72.11
Relative energy (zero: lowest compared OMol25 entry of this formula, charge and spin), eV: 1.4584
Energy, eV: -6323.709
HOMO level, eV: -9.8